{
  "formula": "C29H26CsIN4O2Se",
  "method": "wB97M-V/def2-TZVPD",
  "elements": ["Cs", "C", "C", "C", "C", "C", "C", "N", "C", "C", "C", "C", "C", "N", "C", "C", "C", "C", "C", "C", "N", "H", "H", "H", "H", "H", "H", "H", "H", "H", "H", "H", "H", "H", "H", "H", "I", "C", "C", "C", "C", "C", "C", "C", "C", "C", "C", "H", "H", "H", "H", "H", "H", "N", "C", "C", "O", "O", "H", "H", "H", "H", "H", "Se"],
  "coordinates": [[0.83417, -0.11171, -0.15756], [-0.65934, -1.29441, 2.62763], [0.66893, -0.95272, 3.23533], [1.10570, -1.61400, 4.38731], [2.35399, -1.32210, 4.88372], [3.13947, -0.37894, 4.23328], [2.64062, 0.24581, 3.10203], [1.42827, -0.03994, 2.62269], [3.44116, 1.27873, 2.35896], [4.58678, 1.82564, 2.92097], [5.29406, 2.77057, 2.19866], [4.84619, 3.14358, 0.95193], [3.68809, 2.55443, 0.44999], [3.00998, 1.64085, 1.15228], [3.15327, 2.93963, -0.90055], [3.86341, 3.77815, -1.74335], [3.30420, 4.11181, -2.97276], [2.06495, 3.62204, -3.30634], [1.39214, 2.78627, -2.40154], [0.05360, 2.23198, -2.74217], [1.94804, 2.46028, -1.22817], [-1.37804, -1.58240, 3.39524], [-0.52087, -2.14882, 1.95664], [-1.07202, -0.47483, 2.03823], [0.46776, -2.35268, 4.85792], [2.72965, -1.82783, 5.76511], [4.13201, -0.16583, 4.60081], [4.91617, 1.54097, 3.90974], [6.18724, 3.22015, 2.61311], [5.38103, 3.89451, 0.39069], [4.84386, 4.15317, -1.48576], [3.84772, 4.75116, -3.65906], [1.60191, 3.85034, -4.25894], [-0.51551, 2.93830, -3.34960], [-0.51843, 1.97675, -1.85035], [0.18165, 1.30384, -3.38002], [-2.99542, 2.20955, 0.45325], [-4.54505, 0.86766, -0.03046], [-5.80631, 1.38709, -0.11869], [-6.88703, 0.52822, -0.42752], [-6.66287, -0.80059, -0.63202], [-5.35301, -1.34583, -0.55287], [-5.13771, -2.72593, -0.77907], [-3.86917, -3.22422, -0.71155], [-2.77248, -2.36919, -0.42522], [-2.86629, -1.00203, -0.18877], [-4.21923, -0.50888, -0.25085], [-5.97857, 2.44315, 0.04207], [-7.88958, 0.93791, -0.50373], [-7.48974, -1.46602, -0.86586], [-5.98720, -3.36526, -1.01024], [-3.69945, -4.28753, -0.87936], [-1.79709, -2.84832, -0.38860], [-0.27132, -2.51890, -2.65094], [0.09586, -3.85304, -2.13445], [0.53593, -3.73399, -0.65826], [0.52347, -4.75758, 0.03729], [0.87171, -2.54050, -0.33821], [-1.26830, -2.32359, -2.62340], [0.10928, -2.13594, -3.67536], [0.17371, -1.87952, -2.00969], [0.94689, -4.21882, -2.71112], [-0.72398, -4.55619, -2.22117], [0.52112, -0.66443, -4.96131]],
  "forces_ev_per_angstrom": [[-0.711, 1.880, -0.704], [0.157, 0.043, 0.003], [-0.059, 0.013, -0.008], [-0.050, 0.016, -0.055], [0.129, 0.062, 0.005], [0.169, -0.129, 0.169], [-0.115, 0.042, -0.059], [0.002, -0.018, 0.723], [-0.089, -0.091, -0.001], [0.186, 0.119, 0.142], [0.028, -0.079, 0.167], [0.049, 0.101, -0.026], [-0.228, -0.124, -0.104], [0.199, 0.172, -0.058], [-0.253, -0.033, -0.009], [0.199, 0.019, -0.073], [-0.013, 0.011, -0.011], [0.013, -0.051, -0.086], [-0.132, 0.039, 0.130], [0.186, -0.225, -0.198], [0.148, 0.333, -0.076], [-0.001, 0.009, -0.025], [-0.077, 0.033, -0.065], [-0.089, -0.098, 0.068], [0.026, 0.047, -0.040], [0.011, 0.007, -0.001], [0.014, -0.008, 0.010], [-0.001, 0.023, -0.026], [0.023, 0.006, 0.030], [-0.017, -0.022, -0.006], [-0.027, -0.011, -0.005], [-0.011, -0.016, 0.007], [0.032, -0.037, 0.060], [0.008, -0.048, 0.034], [-0.014, 0.051, -0.055], [-0.028, 0.230, 0.194], [0.081, -0.042, 0.019], [0.123, -0.217, -0.055], [-0.043, -0.120, -0.003], [0.006, 0.120, 0.014], [0.104, -0.042, 0.021], [0.135, 0.183, 0.049], [-0.101, 0.043, -0.009], [0.211, 0.009, 0.039], [-0.199, 0.034, 0.020], [-0.123, 0.014, 0.061], [-0.207, -0.067, -0.091], [0.006, -0.014, 0.012], [0.041, -0.011, 0.012], [0.033, 0.000, -0.008], [0.048, 0.060, 0.021], [0.025, 0.095, 0.011], [0.006, -0.014, 0.094], [-0.112, -0.692, -0.452], [-0.022, 0.247, -0.004], [0.114, 0.195, 0.167], [0.103, 0.387, -0.171], [0.055, -2.845, 0.154], [-0.046, -0.019, 0.016], [-0.026, 0.415, -0.171], [0.103, 0.307, 0.108], [-0.013, -0.026, -0.055], [-0.094, -0.061, -0.050], [0.131, -0.210, 0.198]],
  "de_lowest_kj_mol": 254.06,
  "lumo_ev": 3.3397,
  "orbital_gap_ev": 2.74,
  "multiplicity": 1,
  "e_tot_ha": -4209.43816,
  "total_charge": -2,
  "largest_force_ev_per_a": 2.849
}


{
  "formula": "C37H69FIN3O26",
  "method": "wB97M-V/def2-TZVPD",
  "elements": ["C", "C", "O", "C", "O", "N", "C", "N", "C", "F", "C", "C", "O", "I", "C", "N", "C", "O", "O", "H", "H", "H", "H", "H", "H", "H", "H", "H", "H", "H", "H", "H", "C", "C", "O", "C", "O", "O", "C", "H", "H", "H", "H", "H", "H", "H", "H", "C", "C", "O", "C", "O", "O", "C", "H", "H", "H", "H", "H", "H", "H", "H", "C", "C", "O", "C", "O", "O", "C", "H", "H", "H", "H", "H", "H", "H", "H", "C", "C", "O", "C", "O", "O", "C", "H", "H", "H", "H", "H", "H", "H", "H", "C", "C", "O", "C", "O", "O", "C", "H", "H", "H", "H", "H", "H", "H", "H", "C", "C", "O", "C", "O", "O", "C", "H", "H", "H", "H", "H", "H", "H", "H", "C", "C", "O", "C", "O", "O", "C", "H", "H", "H", "H", "H", "H", "H", "H"],
  "coordinates": [[0.50944, -3.94126, -1.14213], [-0.05930, -2.61106, -1.53611], [-0.48252, -1.91304, -0.37554], [-1.19926, -2.72655, -2.58524], [-2.28864, -1.81589, -2.26698], [-3.50139, -2.42494, -2.26983], [-3.98227, -3.05233, -1.25849], [-5.29340, -3.55627, -1.31985], [-5.80891, -3.24490, -0.00285], [-6.44713, -4.33841, 0.54184], [-6.86266, -2.14186, 0.05482], [-6.51035, -0.84231, -0.61264], [-6.16486, 0.11092, -0.03516], [-6.77968, -0.67830, -2.75588], [-4.54848, -2.90640, 0.86625], [-3.40946, -3.17999, -0.01760], [-2.88881, -4.56315, 0.00935], [-2.73333, -4.97910, -1.16786], [-2.76606, -5.10160, 1.10739], [1.21433, -3.76815, -0.33403], [1.06266, -4.38873, -1.95917], [-0.24590, -4.62758, -0.77699], [0.73380, -2.02385, -1.99635], [-0.47849, -0.97695, -0.57940], [-0.79513, -2.39499, -3.53760], [-1.56118, -3.73598, -2.71600], [-4.05665, -2.37725, -3.11556], [-5.28984, -4.56360, -1.44907], [-7.75652, -2.51857, -0.43375], [-7.04074, -1.91073, 1.09583], [-4.52050, -1.86032, 1.14960], [-4.46015, -3.51428, 1.75596], [5.43427, 0.43049, -4.57766], [4.51211, -0.39806, -5.44141], [3.22735, -0.52312, -4.81473], [2.37178, 0.47859, -4.96828], [2.50968, 1.45294, -5.65749], [1.31948, 0.20533, -4.19112], [0.30418, 1.21159, -4.19785], [5.44278, 0.03678, -3.56121], [6.45086, 0.41647, -4.97047], [5.10067, 1.46610, -4.52651], [4.88197, -1.41831, -5.51738], [4.41672, -0.00062, -6.45107], [-0.00099, 1.45633, -5.21214], [0.65195, 2.10772, -3.68703], [-0.54332, 0.79626, -3.65837], [-5.26729, 2.86123, 1.27313], [-4.60227, 4.02018, 1.98209], [-5.33580, 4.41765, 3.15145], [-5.13842, 3.66366, 4.22916], [-4.39696, 2.72052, 4.31246], [-5.89354, 4.14694, 5.21527], [-5.80669, 3.41195, 6.43818], [-6.30841, 3.09619, 1.04981], [-4.75228, 2.63810, 0.33964], [-5.25451, 1.96596, 1.89184], [-4.58714, 4.90232, 1.34512], [-3.57433, 3.78519, 2.25481], [-4.77170, 3.29560, 6.74950], [-6.27218, 2.43443, 6.32534], [-6.34954, 3.99105, 7.17874], [-0.04445, -5.00313, 1.09061], [1.01513, -5.26341, 0.04336], [2.01531, -4.22964, 0.03417], [2.95743, -4.32720, 0.96627], [3.07762, -5.20382, 1.77945], [3.76529, -3.27174, 0.83550], [4.82438, -3.19070, 1.79207], [-0.47475, -4.01020, 0.95710], [-0.84102, -5.74172, 1.01133], [0.37833, -5.05648, 2.09346], [0.57792, -5.24238, -0.95278], [1.49018, -6.23345, 0.18267], [5.41765, -4.10133, 1.82139], [4.42938, -2.97362, 2.78262], [5.45692, -2.36682, 1.47352], [3.99073, 1.71559, 7.62312], [5.01565, 1.73115, 6.51042], [4.87884, 0.59067, 5.64855], [3.91301, 0.68035, 4.73739], [3.18788, 1.62314, 4.56183], [3.89413, -0.44518, 4.02237], [2.87034, -0.43963, 3.01666], [4.03773, 0.77332, 8.16963], [4.17619, 2.53447, 8.31763], [2.98281, 1.82302, 7.22491], [6.02241, 1.65931, 6.91686], [4.95448, 2.64632, 5.92316], [2.94457, 0.45354, 2.40130], [1.88654, -0.49011, 3.47886], [3.02299, -1.31390, 2.39412], [6.66952, 1.46248, 2.13609], [7.09661, 0.77593, 0.85868], [6.36456, 1.25402, -0.27472], [6.71975, 2.41309, -0.81808], [7.62231, 3.13248, -0.47703], [5.86039, 2.63214, -1.80857], [6.02128, 3.88595, -2.47713], [5.58607, 1.41564, 2.25729], [7.13941, 0.97835, 2.99226], [6.95442, 2.51406, 2.13626], [6.85709, -0.28478, 0.90021], [8.16941, 0.86880, 0.69233], [7.05060, 4.01998, -2.80206], [5.72525, 4.69798, -1.81618], [5.37016, 3.87192, -3.34574], [5.85459, 11.10433, -2.07027], [7.03102, 10.53156, -2.83014], [7.85392, 9.70874, -1.99015], [7.40536, 8.47201, -1.78900], [6.40943, 7.99255, -2.26754], [8.25818, 7.84566, -0.98428], [7.87164, 6.50686, -0.65634], [6.19800, 11.63132, -1.17968], [5.30210, 11.80128, -2.69994], [5.17556, 10.31451, -1.75216], [7.68678, 11.32796, -3.17581], [6.70606, 9.96245, -3.69988], [7.66843, 5.92876, -1.54990], [6.99709, 6.51723, -0.00762], [8.70361, 6.05570, -0.12626], [-10.02424, -5.88390, 0.65292], [-9.64483, -6.59325, -0.62841], [-10.70978, -6.55620, -1.59228], [-10.82088, -5.42088, -2.27423], [-10.11076, -4.45512, -2.16496], [-11.85303, -5.53513, -3.10675], [-12.11956, -4.36522, -3.88411], [-10.95609, -6.28775, 1.04929], [-9.24027, -6.01039, 1.39911], [-10.16799, -4.81788, 0.48014], [-9.46856, -7.65020, -0.44214], [-8.73907, -6.17400, -1.06432], [-11.22521, -4.03219, -4.40474], [-12.49800, -3.56727, -3.24778], [-12.87977, -4.64789, -4.60543]],
  "forces_ev_per_angstrom": [[-9.456, 7.939, -8.477], [-0.384, 0.986, -1.284], [0.073, -0.322, 0.444], [0.807, 0.260, -0.252], [-0.454, -0.076, -0.089], [0.006, 0.109, -0.169], [0.421, -1.014, 0.063], [-0.524, 0.651, -0.231], [0.108, 0.413, 1.418], [0.051, -0.393, -0.342], [-0.153, -0.348, -0.892], [-0.206, -0.732, -0.355], [0.570, 1.259, 0.696], [-0.067, -0.155, -0.143], [0.394, 0.091, -0.364], [-0.403, 1.044, 0.321], [-0.053, -1.411, 0.479], [0.090, -0.043, 0.354], [-0.716, 0.735, -0.844], [-6.130, 6.655, -3.366], [0.121, 0.512, -0.798], [-3.788, 3.985, -2.405], [0.205, 0.257, -0.241], [-0.135, 0.114, 0.057], [-0.071, 0.115, -0.293], [-0.270, -0.178, 0.419], [0.036, 0.135, -0.161], [0.159, -0.091, -0.273], [-0.229, -0.148, 0.069], [-0.138, 0.017, 0.265], [-0.190, 0.233, 0.057], [-0.134, -0.315, 0.105], [-0.052, 0.143, 0.119], [0.306, -0.029, -0.053], [0.044, -0.256, -0.099], [0.107, -0.117, 0.251], [0.016, 0.073, -0.068], [-0.254, 0.135, -0.065], [-0.202, 0.005, 0.075], [0.074, -0.028, -0.005], [0.002, -0.030, -0.033], [-0.020, 0.022, -0.060], [-0.091, -0.059, 0.029], [-0.163, 0.121, 0.055], [0.084, 0.040, -0.046], [0.056, 0.039, -0.072], [0.060, -0.088, 0.035], [-0.112, -0.042, 0.181], [0.139, -0.057, -0.344], [-0.024, 0.060, 0.002], [0.026, 0.125, -0.012], [0.036, -0.134, 0.012], [-0.057, 0.014, 0.059], [-0.048, 0.010, 0.140], [0.020, 0.047, -0.079], [0.013, 0.019, -0.016], [0.072, -0.013, 0.002], [-0.084, 0.076, 0.085], [-0.026, -0.052, 0.110], [0.033, -0.047, -0.049], [0.065, -0.043, -0.020], [-0.040, 0.057, -0.059], [0.852, -0.389, 0.596], [2.457, -8.174, 4.602], [11.698, -5.996, 6.699], [1.931, -0.530, 1.788], [0.045, 0.407, -0.064], [-0.056, 0.122, -0.100], [0.231, 0.109, 0.156], [-0.007, -0.103, 0.143], [0.244, 0.026, -0.011], [0.030, -0.107, 0.032], [2.587, -5.489, 1.596], [0.728, -0.039, 0.842], [-0.146, -0.115, -0.036], [0.006, -0.118, 0.039], [-0.094, 0.051, -0.077], [-0.148, -0.137, -0.075], [0.078, 0.253, 0.267], [0.052, -0.120, -0.059], [0.154, 0.028, -0.002], [-0.069, 0.145, 0.067], [-0.082, -0.021, -0.114], [-0.114, -0.104, -0.193], [0.069, 0.025, 0.047], [0.029, 0.011, 0.003], [0.010, 0.061, -0.028], [0.027, -0.127, -0.058], [-0.088, -0.041, -0.080], [-0.037, 0.056, 0.040], [-0.003, 0.079, 0.011], [0.082, -0.061, 0.084], [-0.074, 0.213, 0.020], [0.122, -0.069, 0.260], [0.004, -0.272, 0.004], [-0.263, -0.136, 0.173], [0.066, -0.002, 0.015], [-0.011, 0.222, -0.324], [-0.009, 0.117, -0.090], [0.005, -0.112, 0.009], [-0.018, -0.024, 0.019], [0.076, -0.011, -0.041], [-0.031, -0.014, -0.055], [-0.002, 0.153, -0.109], [0.040, 0.016, 0.054], [0.056, 0.057, -0.014], [-0.076, -0.131, 0.050], [-0.013, -0.125, 0.168], [-0.157, 0.255, -0.188], [0.051, 0.030, 0.011], [0.108, 0.006, -0.068], [-0.121, -0.039, -0.010], [0.013, -0.040, 0.056], [0.101, -0.181, 0.193], [0.023, 0.072, -0.044], [0.015, 0.015, -0.021], [-0.015, -0.023, -0.062], [0.108, -0.038, 0.078], [-0.019, -0.105, 0.058], [-0.043, 0.037, -0.060], [-0.068, -0.015, -0.076], [0.079, 0.121, 0.009], [-0.152, 0.121, -0.056], [0.239, -0.070, 0.262], [-0.007, -0.060, -0.035], [-0.042, -0.117, 0.045], [0.105, 0.185, 0.003], [-0.040, -0.002, -0.052], [-0.088, 0.051, -0.114], [0.035, -0.070, 0.034], [0.022, -0.023, -0.009], [0.059, 0.010, -0.021], [-0.105, -0.045, -0.077], [-0.050, 0.087, -0.055], [0.047, 0.025, 0.052], [0.068, 0.035, 0.018], [-0.021, -0.081, 0.039]],
  "lumo_ev": -0.1856,
  "orbital_gap_ev": 7.41,
  "multiplicity": 1,
  "e_tot_ha": -3968.88989,
  "largest_force_ev_per_a": 14.977
}


{
  "formula": "CH8N4P",
  "method": "wB97M-V/def2-TZVPD",
  "elements": ["C", "N", "N", "N", "N", "P", "H", "H", "H", "H", "H", "H", "H", "H"],
  "coordinates": [[-0.52408, -0.25229, 0.18591], [-1.74526, -0.18103, 0.29907], [-2.89048, 0.03574, 0.62802], [-3.95312, -0.10210, -0.10996], [2.48243, -0.53162, 0.60728], [0.59122, 1.28566, 0.05373], [0.08159, -1.11496, 0.12588], [-3.91899, -0.69590, -0.97285], [-4.76297, 0.29207, 0.13908], [2.01610, -0.49600, 1.50100], [3.30093, 0.12993, 0.45063], [2.93353, -1.44962, 0.66724], [0.79880, 0.80791, -1.16234], [-0.38311, 2.04826, -0.36619]],
  "forces_ev_per_angstrom": [[1.548, 2.585, -0.025], [-2.410, -0.956, -0.577], [-0.256, 0.653, 1.666], [4.772, -3.094, -3.603], [1.626, -0.701, -0.719], [0.663, -1.490, 2.221], [0.063, -1.501, 0.407], [0.036, 1.123, 0.868], [-3.441, 1.681, 1.867], [0.560, 0.918, 0.497], [-1.729, -0.820, 0.957], [-0.092, 0.134, -0.454], [1.077, -0.413, -2.287], [-2.417, 1.881, -0.817]],
  "de_lowest_kj_mol": 529.04,
  "lumo_ev": -4.9216,
  "orbital_gap_ev": 8.78,
  "multiplicity": 1,
  "e_tot_ha": -602.86804,
  "total_charge": 1,
  "largest_force_ev_per_a": 6.732
}